Entry from the Open Molecules 2025 dataset: a molecular structure, C27H17InN3S6 (wB97M-V/def2-TZVPD).

Each line ends with the natural charge from an NBO analysis.
CARTESIAN COORDINATES (ANGSTROEM)
In (-1.09174, -0.04889, 0.47244)  0.914
S (-3.05072, -1.78019, 0.54158)  -0.239
C (-2.13843, -3.29456, 0.45490)  -0.152
C (-2.48909, -4.41890, 1.30664)  -0.213
C (-1.69099, -5.56045, 1.36958)  -0.218
C (-0.60184, -5.69394, 0.51289)  -0.228
C (-0.18166, -4.62010, -0.26898)  -0.228
C (-1.03627, -3.53373, -0.45489)  -0.238
S (-0.73510, -2.17548, -1.50562)  0.405
C (1.05735, -2.24712, -1.57043)  -0.596
C (1.66094, -0.97506, -1.98648)  0.244
C (2.75340, -1.02054, -2.91899)  -0.253
C (3.49448, 0.12274, -3.12345)  -0.160
C (3.12830, 1.26324, -2.39077)  -0.250
C (2.01764, 1.22771, -1.53533)  0.251
C (1.60095, 2.40368, -0.70901)  -0.611
S (1.18059, 2.02673, 1.00032)  0.348
C (2.49581, 0.88510, 1.34522)  -0.221
C (3.81362, 1.39274, 1.36145)  -0.193
C (4.86615, 0.60805, 1.76945)  -0.255
C (4.67516, -0.71465, 2.15386)  -0.217
C (3.37236, -1.23564, 2.20659)  -0.216
C (2.25285, -0.46739, 1.71127)  -0.211
S (0.71459, -1.11210, 1.97241)  -0.207
N (1.24001, 0.15101, -1.46853)  -0.451
H (-3.34231, -4.35299, 1.96507)  0.217
H (-1.94093, -6.37337, 1.98003)  0.203
H (-0.03780, -6.62039, 0.46935)  0.203
H (0.70413, -4.80826, -0.91012)  0.210
H (1.39994, -3.00525, -2.28634)  0.216
H (1.41610, -2.58668, -0.56906)  0.272
H (2.96467, -1.97610, -3.37343)  0.211
H (4.32905, 0.19596, -3.77539)  0.213
H (3.64028, 2.15570, -2.41077)  0.208
H (0.65925, 2.84846, -1.15871)  0.290
H (2.30549, 3.20766, -0.70296)  0.214
H (3.94544, 2.41150, 1.06137)  0.206
H (5.84188, 1.11933, 1.79559)  0.204
H (5.59827, -1.27006, 2.38245)  0.211
H (3.11552, -2.27794, 2.54155)  0.224
S (-1.86417, 1.61617, 2.02659)  -0.235
C (-2.83424, 2.58105, 0.92894)  -0.175
C (-3.69895, 3.43063, 1.55239)  -0.130
C (-4.66545, 4.18189, 0.86057)  -0.168
C (-5.71106, 4.85057, 1.60665)  0.292
N (-6.60283, 5.39671, 2.12436)  -0.333
C (-4.68803, 4.13825, -0.52051)  -0.174
C (-3.71533, 3.30503, -1.20510)  -0.175
C (-2.69412, 2.63568, -0.52356)  -0.191
S (-1.45027, 1.82154, -1.37179)  -0.217
C (-5.82929, 4.51119, -1.24689)  0.289
N (-6.75551, 4.81328, -1.88983)  -0.337
H (-3.64998, 3.52919, 2.66813)  0.224
H (-3.74808, 3.33901, -2.26472)  0.223

Forces on the atoms, in the same order (eV/Å):
In 0.37 -0.30 -0.64
S 0.54 -0.27 -0.09
C 0.13 -2.14 0.19
C 1.03 1.15 -0.57
C -0.09 1.16 -1.77
C 0.54 0.49 0.46
C -0.44 -1.13 -1.33
C -0.77 0.99 2.16
S 0.40 0.38 -0.37
C 0.11 -1.49 0.03
C 1.70 0.39 -1.75
C -0.89 -0.03 1.11
C -1.07 0.80 0.97
C -1.49 -1.82 0.72
C 0.28 0.16 -1.06
C -1.15 0.81 -0.74
S 0.24 -0.65 -0.23
C 1.00 -0.26 0.20
C -1.32 -0.92 0.13
C 0.70 0.87 -0.33
C -0.25 -0.30 0.18
C -0.25 -0.24 -0.94
C 2.22 1.31 0.99
S -2.04 -1.05 -0.24
N 0.02 -0.20 1.47
H -0.06 0.28 0.04
H -0.53 -0.96 0.90
H 0.07 0.14 0.24
H -0.69 0.47 0.39
H -0.24 -0.03 0.16
H -0.19 0.60 -0.50
H 0.24 0.02 -0.15
H 0.56 -0.24 -0.56
H 1.38 1.72 -0.30
H 0.94 -0.58 0.60
H 0.86 0.29 -0.26
H 0.24 0.47 0.02
H -0.28 -0.72 -0.01
H -0.84 -0.09 0.23
H 0.60 1.17 -0.35
S -0.65 0.38 0.21
C 1.18 -0.03 -0.74
C -1.14 1.18 1.36
C 0.13 -0.09 0.94
C -1.21 0.95 0.32
N 1.59 -0.95 -0.71
C 1.41 -2.38 -0.54
C -0.36 1.61 1.74
C -1.63 0.08 1.18
S -0.03 -1.22 -0.04
C -2.17 1.32 -1.78
N 1.48 -0.52 1.07
H -0.25 -0.31 -1.21
H 0.07 -0.26 -0.80

Calculated values
- Multiplicity: 1
- Relative energy (zero: lowest compared OMol25 entry of this formula, charge and spin): 0.0 kJ/mol
- Molecular weight: 690.67 g/mol
- Net charge: -1

Entry from the Open Molecules 2025 dataset: a molecular structure, C36H32Cl6N5O4Sr (wB97M-V/def2-TZVPD).

Each line ends with the Löwdin charge.
CARTESIAN COORDINATES (ANGSTROEM)
Sr (-2.02175, -2.45719, -0.45541)  1.401
O (-0.22523, -0.68894, -4.33562)  0.006
C (-0.41517, 0.66223, -4.27362)  -0.308
C (0.41011, 1.44021, -5.06662)  -0.039
C (0.01644, 2.74953, -5.31109)  -0.097
C (-1.14427, 3.25423, -4.65569)  -0.111
C (-1.87296, 2.47581, -3.76050)  -0.044
C (-1.44529, 1.17725, -3.51571)  -0.081
C (-2.07206, 0.27042, -2.43011)  -0.434
O (-1.79617, -1.01284, -2.46165)  -0.236
N (-2.88533, 0.81459, -1.60757)  0.025
N (-3.32072, 0.01089, -0.61925)  -0.059
C (-3.94136, 0.56479, 0.41092)  -0.088
C (-4.68119, -0.12885, 1.46436)  -0.148
C (-5.70419, 0.65768, 2.08344)  -0.075
C (-6.37899, 0.17456, 3.20661)  -0.138
C (-6.00536, -1.09781, 3.63493)  -0.142
C (-5.26087, -2.01519, 2.90696)  -0.033
C (-4.60253, -1.57845, 1.71651)  -0.407
O (-3.77952, -2.29643, 1.07722)  -0.288
H (-0.85907, -1.03013, -3.56998)  0.048
H (1.29422, 1.00118, -5.57857)  0.121
H (0.60271, 3.44999, -5.88976)  0.086
H (-1.46587, 4.26159, -4.87379)  0.080
H (-2.79532, 2.88923, -3.38048)  0.104
H (-3.88785, 1.64182, 0.56315)  0.102
H (-5.90864, 1.64781, 1.60391)  0.109
H (-7.14530, 0.70598, 3.74883)  0.079
H (-6.31865, -1.47754, 4.60670)  0.089
H (-5.13510, -3.04425, 3.23017)  0.101
Cl (-0.51613, -5.25091, -0.56103)  0.589
C (-1.85391, -5.55509, -1.67931)  -0.747
C (-2.77536, -4.61521, -1.90052)  -0.267
C (-3.93533, -4.70471, -2.69179)  -0.747
Cl (-5.11078, -3.45112, -2.78366)  0.671
C (-4.11666, -5.92950, -3.34018)  -0.709
Cl (-5.64380, -6.27902, -4.06142)  0.632
C (-3.04128, -6.90327, -3.31024)  -0.719
Cl (-3.28095, -8.30182, -4.24048)  0.654
C (-1.87657, -6.69238, -2.51671)  -0.708
Cl (-0.52069, -7.71326, -2.78743)  0.644
C (0.78060, 4.20940, 0.53321)  -0.052
C (2.27450, 3.78593, 0.81237)  -0.513
C (2.57469, 4.28592, 2.24412)  -0.041
C (3.08612, 4.57465, -0.19010)  -0.075
C (2.47214, 2.23670, 0.50051)  -0.366
O (1.88588, 1.95059, -0.79993)  -0.027
C (3.96378, 1.70612, 0.56047)  -0.088
C (4.59162, 1.43055, 1.97325)  -0.136
C (4.68670, -0.02487, 2.42304)  -0.205
C (4.96883, -1.04924, 1.46305)  -0.027
C (4.85045, -2.40823, 1.80427)  -0.102
C (4.46402, -2.75085, 3.08729)  -0.696
Cl (3.99869, -4.38013, 3.44344)  0.667
C (4.33207, -1.75243, 4.03292)  -0.135
C (4.46350, -0.43072, 3.74902)  -0.054
C (1.62877, 1.42352, 1.56784)  -0.038
N (1.27437, 0.04615, 1.29423)  -0.092
C (0.54738, -0.43176, 0.29276)  -0.090
N (0.17842, -1.71979, 0.55842)  -0.042
C (0.67098, -1.90135, 1.77340)  -0.217
N (1.38267, -0.88574, 2.27864)  0.133
H (0.73098, 5.34858, 0.64848)  0.102
H (0.01954, 3.75269, 1.20705)  0.081
H (0.45120, 4.03414, -0.51109)  0.092
H (2.41137, 5.38318, 2.21385)  0.093
H (3.55046, 4.00343, 2.65149)  0.074
H (1.78725, 3.90583, 2.90948)  0.085
H (2.81444, 5.63145, -0.15929)  0.083
H (3.03553, 4.18171, -1.24460)  0.108
H (4.15087, 4.57338, 0.02632)  0.073
H (2.59359, 1.71664, -1.42116)  0.109
H (4.69038, 2.31091, -0.02208)  0.117
H (3.98906, 0.75674, 0.00553)  0.100
H (4.11185, 2.00835, 2.73498)  0.073
H (5.59680, 1.87267, 1.87616)  0.121
H (5.38163, -0.77928, 0.50530)  0.105
H (4.92312, -3.26385, 1.10017)  0.115
H (4.03954, -2.13651, 5.00516)  0.105
H (4.25123, 0.31796, 4.53961)  0.128
H (0.66822, 1.99703, 1.72700)  0.140
H (2.17970, 1.45442, 2.47637)  0.100
H (0.37344, 0.21276, -0.61156)  0.157
H (0.59040, -2.82251, 2.34511)  0.123

Forces on the atoms, in the same order (eV/Å):
Sr -1.40 0.22 -0.72
O -0.18 0.64 1.14
C 0.77 -2.26 -0.65
C 0.50 0.96 -1.20
C -0.76 0.36 1.45
C 0.64 -0.38 -0.54
C 0.59 0.49 -0.81
C -1.37 -0.63 1.57
C -0.02 -0.56 -1.74
O 0.65 0.54 0.21
N 0.32 2.51 0.65
N -1.58 -0.98 2.49
C 1.14 -1.12 -1.59
C -1.26 -0.50 -0.39
C 0.63 -0.10 -0.25
C 0.72 0.06 -0.69
C -0.26 -1.48 0.47
C -0.07 1.05 -0.53
C 0.65 2.03 1.02
O 0.28 -0.88 -0.32
H 0.55 -0.15 -0.73
H -0.86 0.20 0.49
H 0.08 -0.20 -0.27
H -0.06 0.11 -0.02
H 0.09 -0.23 0.56
H -0.27 0.29 -0.56
H 0.15 -0.78 0.81
H 0.08 0.30 -0.05
H -0.46 0.24 -0.09
H 0.10 0.19 0.06
Cl 0.29 -0.23 0.15
C -0.43 -1.15 -2.13
C -1.58 2.50 0.86
C 1.98 -2.10 0.47
Cl 0.04 0.28 -0.01
C 0.99 -0.07 0.76
Cl 0.02 -0.28 -0.34
C -0.56 1.86 1.02
Cl 0.29 -0.78 -0.37
C -1.17 0.12 -0.72
Cl 0.31 -0.35 0.29
C -0.22 0.99 -0.17
C -1.08 -0.19 -0.73
C -0.74 -0.23 -0.26
C 0.98 0.00 -1.16
C -0.15 -0.96 0.67
O 0.89 0.24 0.65
C -0.15 -0.25 -0.25
C 0.91 0.03 -0.93
C 0.21 -0.92 -0.95
C 0.07 0.05 1.51
C -0.26 -0.35 -0.61
C -0.05 0.83 -0.62
Cl 0.19 -0.04 0.13
C -0.34 -1.95 1.21
C -0.43 1.76 -0.59
C -0.97 1.83 -1.01
N 0.03 -0.36 0.16
C -0.26 -0.14 -1.28
N 0.32 2.28 -0.94
C 1.65 0.02 1.85
N -0.81 -0.52 -0.45
H -0.01 -1.53 0.11
H 0.61 0.39 -0.38
H 0.38 -0.21 0.58
H 0.51 -0.56 0.19
H -0.08 0.33 -0.21
H 0.30 -0.01 0.07
H -0.22 -0.08 -0.22
H -0.43 0.47 1.01
H 0.29 -0.15 0.32
H -0.31 0.12 0.22
H -0.77 0.19 0.35
H -0.36 0.07 0.21
H -0.34 0.29 0.49
H -0.08 -0.31 0.36
H -0.34 0.02 -0.35
H 0.26 1.05 0.17
H 0.04 0.55 0.20
H 0.21 -0.52 -0.63
H 1.02 -0.78 -0.11
H 0.17 -0.27 0.82
H -0.10 -1.13 1.02
H -0.08 0.19 -0.24

Calculated values
- Multiplicity: 1
- Molecular weight: 899.02 g/mol
- Net charge: -1

Entry from the Open Molecules 2025 dataset: C5H7Br in the gas phase (wB97M-V/def2-TZVPD).

Each line ends with the natural charge from an NBO analysis.
CARTESIAN COORDINATES (ANGSTROEM)
C (-1.85930, 0.56821, 0.81993)  -0.659
C (-0.77823, -0.23526, 0.23299)  0.038
C (-0.31955, -1.18365, -0.53192)  -0.082
Br (-0.36266, -2.39369, -2.02477)  0.061
C (0.70721, -0.44119, 0.18055)  -0.228
C (1.70870, 0.52984, -0.47224)  -0.647
H (-1.88056, 0.17297, 1.80052)  0.236
H (-2.73432, 0.20378, 0.24144)  0.236
H (-1.66234, 1.70545, 0.73468)  0.241
H (1.09359, -0.99736, 1.07380)  0.158
H (2.28459, 1.35638, 0.08453)  0.220
H (1.32366, 0.85019, -1.44851)  0.211
H (2.47921, -0.13568, -0.69100)  0.215

Forces on the atoms, in the same order (eV/Å):
C 0.19 0.51 -2.07
C 0.26 -0.47 -1.33
C -0.29 0.20 -1.37
Br -0.31 0.67 1.04
C 1.21 0.38 2.34
C -0.39 0.54 0.37
H -0.58 0.36 1.49
H -0.01 0.88 0.69
H -0.47 -2.00 0.31
H 0.31 0.66 -0.64
H -1.69 -1.03 -0.38
H 0.03 0.38 0.34
H 1.75 -1.10 -0.79

Calculated values
- Multiplicity: 1
- Relative energy (zero: lowest compared OMol25 entry of this formula, charge and spin): 192.5 kJ/mol
- SMILES: CC1=C(Br)[C@H]1C
- Molecular weight: 147.02 g/mol

Number 1: highest occupied orbital energy -4.97 eV, frontier orbital gap 7.132 eV, F_max 3.10 eV/A. Number 2: highest occupied orbital energy -4.37 eV, frontier orbital gap 6.109 eV, F_max 3.11 eV/A. Number 3: highest occupied orbital energy -8.87 eV, frontier orbital gap 9.652 eV, F_max 2.66 eV/A.